No. 1
A structure of composition C37H30N9O2Yb, computed with wB97M-V/def2-TZVPD.

Last column: Mulliken spin population.
Positions of all 79 atoms, in Å:
Yb  13.11714  9.57512  12.96319  1.01
O  14.58549  10.70155  11.53009  0.00
C  15.81412  10.93828  11.71877  0.00
C  16.71689  10.78995  10.61846  0.00
C  18.08162  10.85609  10.73257  0.00
C  18.66355  11.05253  12.00328  0.00
C  17.84493  11.22495  13.09166  0.00
C  16.42990  11.25525  12.99252  0.00
C  15.63005  11.57349  14.17172  0.00
N  14.35176  11.54692  14.25502  0.00
C  13.78813  11.74548  15.58502  0.00
C  12.28855  11.81115  15.56437  0.00
N  11.74302  10.59085  14.86820  0.00
C  10.42371  10.57007  14.90681  0.00
C  9.55460  9.50975  14.43050  0.00
C  8.27921  9.44279  14.97786  0.00
C  7.37134  8.41010  14.68219  0.00
C  7.73685  7.46686  13.72152  0.00
C  8.97333  7.52084  13.14010  0.00
C  9.93089  8.51684  13.43159  0.00
O  11.05394  8.53150  12.79847  0.00
H  16.25604  10.59386  9.65240  0.00
H  18.73418  10.69852  9.90233  0.00
H  19.73253  11.06441  12.08704  0.00
H  18.29428  11.28901  14.08062  0.00
H  16.30748  11.80236  15.06344  0.00
H  14.15751  12.68061  16.03234  0.00
H  14.07379  10.90292  16.26700  0.00
H  11.98769  12.69481  14.98923  0.00
H  11.88576  11.89408  16.58758  0.00
H  9.87038  11.48645  15.26612  0.00
H  8.01391  10.23959  15.70327  0.00
H  6.38875  8.39111  15.12408  0.00
H  7.02622  6.70498  13.38684  0.00
H  9.28386  6.72172  12.45491  0.00
C  9.67739  11.51722  10.71284  0.00
C  9.16864  10.43601  9.94589  0.00
C  9.97813  9.35787  9.63365  0.00
C  11.37169  9.41446  10.01670  0.00
N  11.80740  10.38570  10.82899  0.00
C  10.99736  11.41174  11.14062  0.00
N  12.23871  8.51685  9.45061  0.00
C  13.42824  8.19880  9.81671  0.00
N  13.97661  7.96261  11.04700  0.00
C  15.27940  7.50366  10.84087  0.00
N  16.19074  7.15048  11.67482  0.00
C  16.32471  7.22131  13.03030  0.00
C  17.30600  6.33225  13.64077  0.00
C  17.60170  6.47539  14.97459  0.00
C  16.90124  7.44594  15.72638  0.00
C  15.87326  8.14499  15.11224  0.00
N  15.57912  8.02605  13.80044  0.00
C  15.59476  7.50565  9.39426  0.00
C  16.72874  7.16344  8.63944  0.00
C  16.63379  7.20105  7.22271  0.00
C  15.46932  7.57393  6.60003  0.00
C  14.36071  7.95356  7.35246  0.00
C  14.43221  7.91339  8.75030  0.00
H  9.11045  12.39062  10.97945  0.00
H  8.12915  10.39012  9.60914  0.00
H  9.59080  8.50588  9.09683  0.00
H  11.46405  12.24649  11.66901  0.00
H  17.81445  5.65894  12.99139  0.00
H  18.32148  5.83169  15.49638  0.00
H  17.08433  7.61040  16.76770  0.00
H  15.19604  8.79210  15.66139  0.00
H  17.64728  6.88345  9.12940  0.00
H  17.49462  6.92838  6.64557  0.00
H  15.41699  7.67652  5.52512  0.00
H  13.42886  8.27890  6.90304  0.00
N  12.19290  7.14065  15.96656  0.00
C  11.97204  5.88953  16.53335  0.00
C  12.31781  4.95962  15.55408  0.00
C  12.80532  5.70242  14.45025  0.00
N  12.75389  7.03783  14.73950  0.00
H  11.92949  8.05694  16.32782  0.00
H  11.58568  5.72223  17.52672  0.00
H  12.19122  3.87139  15.65591  0.00
H  13.16828  5.38078  13.47357  0.00

Computed properties:
Orbital gap (spin up / spin down) ... 7.14 / 6.96 eV
M ... 805.75 g/mol
Multiplicity ... 2

No. 2
A structure of composition C37H31BF4GeN6O5SSc, computed with wB97M-V/def2-TZVPD.

Last column: Mulliken spin population.
Positions of all 87 atoms, in Å:
Sc  0.58643  -1.37959  1.57919  -0.06
O  1.59100  -1.60270  5.69772  0.00
C  1.23908  -1.75853  4.55037  0.00
N  1.39263  -0.89936  3.48649  0.00
C  2.02226  0.31916  3.62433  0.00
O  2.16964  1.00141  4.61215  0.00
C  2.57054  0.82016  2.29366  0.00
C  3.44432  1.89183  2.26338  0.00
C  3.91046  2.33376  1.03364  0.00
C  3.49242  1.68886  -0.11942  0.01
C  2.61538  0.62428  -0.00323  0.01
N  2.15119  0.21150  1.17887  0.01
C  0.57979  -3.06667  4.13863  0.00
C  0.23707  -3.99549  5.10393  0.00
C  -0.35293  -5.17919  4.69395  0.00
C  -0.57729  -5.39142  3.34223  0.00
C  -0.21595  -4.40458  2.44382  0.00
N  0.34924  -3.26499  2.83964  0.00
H  3.72831  2.34786  3.20082  0.00
H  4.59023  3.17388  0.97251  0.00
H  3.82333  2.00013  -1.09893  0.00
H  2.25249  0.10102  -0.88074  -0.01
H  0.45070  -3.76779  6.13749  0.00
H  -0.63233  -5.93143  5.41957  0.00
H  -1.02514  -6.30522  2.97919  0.00
H  -0.36760  -4.52311  1.37756  0.00
F  2.66528  -2.51257  1.40936  0.00
B  2.34350  -3.27049  0.24832  0.01
F  0.95270  -2.77732  0.00541  0.02
F  3.11253  -2.90117  -0.81609  0.00
F  2.29364  -4.60374  0.48976  0.00
O  2.53657  4.85241  -1.40257  0.00
C  1.71402  5.63966  -0.55084  0.00
N  1.14166  4.73946  0.40497  0.00
C  -0.19275  4.67458  0.65047  0.00
O  -1.00120  5.45769  0.19064  0.00
C  -0.60428  3.55301  1.54979  0.00
C  -1.59586  3.71948  2.50579  -0.01
C  -1.94255  2.63334  3.28628  0.02
C  -1.31113  1.41563  3.06364  -0.01
N  -0.37942  1.24368  2.12803  -0.01
C  -0.03504  2.30113  1.40018  0.03
H  2.97163  5.43966  -2.03061  0.00
H  0.88918  6.11184  -1.08887  0.00
H  2.31606  6.40843  -0.05304  0.00
H  1.75385  4.08673  0.86868  0.00
H  -2.07486  4.68168  2.62672  0.00
H  -2.69178  2.71563  4.06009  0.00
H  -1.56207  0.53822  3.64450  -0.01
H  0.72015  2.14033  0.63881  -0.01
O  -1.45931  -1.43904  2.21278  0.12
S  -2.12010  -0.98230  0.87822  0.58
N  -0.84220  -0.72590  -0.04769  0.32
C  -2.79959  -4.81204  -3.55006  0.00
C  -1.74327  -4.17024  -4.17730  0.00
C  -1.27955  -2.95452  -3.69084  -0.01
C  -1.86323  -2.36320  -2.56991  0.00
C  -2.93746  -3.01572  -1.96039  0.04
C  -3.40131  -4.23011  -2.44378  0.00
Ge  -1.21859  -0.66645  -1.90257  -0.09
C  0.43640  -0.16452  -2.76378  0.02
C  1.51647  -1.04993  -2.79409  0.00
C  2.73167  -0.67206  -3.34743  0.00
C  2.87958  0.59760  -3.88958  0.00
C  1.81177  1.48288  -3.88250  0.00
C  0.59753  1.10404  -3.32189  0.00
C  -2.55051  0.72806  -2.06129  0.00
C  -3.76983  0.53893  -2.70514  0.00
C  -4.72036  1.55332  -2.73421  0.00
C  -4.45961  2.76608  -2.11682  0.00
C  -3.24902  2.97229  -1.46573  0.00
C  -2.30711  1.95516  -1.43623  0.03
H  -3.15629  -5.76288  -3.92359  0.00
H  -1.27799  -4.61441  -5.04715  0.00
H  -0.46654  -2.46419  -4.20667  0.00
H  -3.42270  -2.58067  -1.09220  0.00
H  -4.23354  -4.72066  -1.95633  0.00
H  1.43281  -2.03143  -2.35395  0.00
H  3.56229  -1.36437  -3.33724  0.00
H  3.82760  0.89584  -4.31824  0.00
H  1.92275  2.47036  -4.31146  0.00
H  -0.22434  1.80895  -3.31502  0.00
H  -3.98273  -0.40342  -3.19683  0.00
H  -5.66514  1.39277  -3.23638  0.00
H  -5.20060  3.55388  -2.14100  0.00
H  -3.03953  3.91538  -0.97821  0.00
H  -1.37352  2.12142  -0.91176  0.00

Computed properties:
Orbital gap (spin up / spin down) ... 7.25 / 8.80 eV
M ... 876.13 g/mol
Multiplicity ... 2

No. 3
A structure of composition C37H31Cl3N5O3ReSeSi, computed with wB97M-V/def2-TZVPD.

Last column: Mulliken spin population.
Positions of all 82 atoms, in Å:
Re  0.98659  -0.54396  -0.12959  2.58
Cl  2.25868  -2.10409  6.86748  0.00
C  2.31053  -1.65612  5.17248  0.01
C  3.16943  -0.60953  4.85296  0.00
C  3.06819  -0.11610  3.57533  0.01
C  2.16739  -0.66064  2.67722  -0.01
O  2.20758  -0.29675  1.43901  0.03
C  1.27385  -1.69779  3.08827  0.04
C  0.24400  -2.33973  2.31718  -0.07
N  -0.11296  -2.05325  1.07076  0.04
C  -1.35875  -2.56575  0.71104  0.05
C  -1.56791  -3.51548  -0.26704  0.02
C  -2.85120  -3.97337  -0.62167  0.00
C  -3.93153  -3.35830  -0.06136  0.00
C  -3.78459  -2.42664  0.94115  -0.01
C  -4.90532  -1.93353  1.68167  0.00
C  -4.74748  -1.13107  2.76237  0.00
C  -3.44322  -0.71683  3.05682  0.00
N  -2.36665  -1.17071  2.44812  0.01
C  -2.49891  -2.06491  1.42982  -0.04
C  1.39239  -2.23672  4.35908  0.00
H  3.70409  -0.10605  5.60050  0.00
H  3.72879  0.64382  3.25455  0.00
H  -0.27856  -3.09687  2.88791  0.01
H  -0.74322  -3.94466  -0.74835  0.00
H  -2.93317  -4.78917  -1.35269  0.00
H  -4.91970  -3.74026  -0.33784  0.00
H  -5.88645  -2.21687  1.31807  0.00
H  -5.53324  -0.86643  3.46008  0.00
H  -3.21811  -0.01396  3.80551  0.00
H  0.73257  -3.05470  4.61986  0.00
Cl  -0.63124  -2.55536  -3.93694  0.00
C  -1.90446  -1.78923  -3.03152  0.00
Cl  -3.21664  -1.06500  -4.10831  0.00
C  -1.17045  -0.78359  -2.22000  0.03
O  -1.33933  0.39965  -2.33121  0.01
O  -0.29843  -1.42610  -1.47234  -0.01
H  -2.28967  -2.59051  -2.40245  0.00
N  2.19243  -2.23923  -0.56476  -0.03
C  2.54301  -3.34271  -0.50482  0.08
N  2.95359  -4.52908  -0.39339  0.03
C  2.16887  -5.27437  0.40986  0.00
N  1.51592  -6.06521  0.94896  0.00
C  2.55814  5.25354  1.27896  0.03
C  2.48512  5.43172  -0.10772  -0.02
C  2.43091  4.30627  -0.95137  0.04
C  2.50288  2.98807  -0.47953  0.00
C  2.73171  2.83285  0.90885  0.04
C  2.64976  3.95042  1.71362  -0.02
C  2.27072  1.95439  -1.52081  0.07
C  1.73254  0.69044  -1.63386  -0.16
C  1.78799  0.17267  -3.01032  0.07
C  2.58960  -0.90324  -3.26438  -0.03
C  2.60702  -1.44266  -4.53314  0.00
C  1.85413  -0.82539  -5.58685  -0.01
C  1.08623  0.31475  -5.29812  0.00
C  1.12391  0.80550  -4.02704  -0.01
H  2.46576  6.06840  1.97495  0.00
H  2.39597  6.42057  -0.57026  0.00
H  2.41215  4.61319  -1.99985  0.00
H  2.80210  1.83793  1.33637  0.00
H  2.57366  3.75937  2.77492  0.00
H  2.60592  2.37962  -2.49093  -0.01
H  3.06932  -1.34537  -2.43069  0.00
H  3.11816  -2.39012  -4.73143  0.00
H  1.79652  -1.24402  -6.63218  0.00
H  0.53580  0.76871  -6.09503  0.00
H  0.52172  1.65615  -3.74389  0.00
C  -1.78895  3.99879  1.38495  0.01
Si  -1.74931  2.68453  0.04153  0.02
C  -1.04479  3.45431  -1.58003  0.01
C  -3.39242  1.85298  -0.31583  0.02
Se  -0.37103  1.13088  1.03599  0.16
H  -2.36023  4.91041  1.04283  0.00
H  -0.71559  4.29947  1.60988  0.00
H  -2.18857  3.70990  2.39374  0.00
H  -0.38112  4.34885  -1.55484  0.00
H  -1.88423  3.63138  -2.24991  0.00
H  -0.51473  2.53139  -1.89914  0.00
H  -4.27891  2.49182  -0.47501  0.00
H  -3.56139  1.28725  0.58121  0.00
H  -3.16319  1.23145  -1.16740  0.00

Computed properties:
Orbital gap (spin up / spin down) ... 6.71 / 6.86 eV
Total charge ... -1
M ... 993.30 g/mol
Multiplicity ... 4

Which value of multiplicity does entry 3 give?
4